Entry from OMol25: an isolated molecule of C10H18N2O5 at a distorted geometry (ωB97M-V/def2-TZVPD).

```
35
Properties=species:S:1:pos:R:3:forces:R:3
O 2.895 -0.736 -0.130 -1.3 -0.2 -0.5
O -0.124 1.826 -1.157 1.5 5.5 5.9
O -0.512 1.330 -3.182 -0.5 -2.4 -1.1
O 0.220 2.547 3.179 -0.4 0.0 -0.9
O -0.351 3.025 1.050 0.2 -2.0 -0.2
N 0.960 -1.690 2.012 -0.3 0.4 1.7
N 1.013 -0.980 -1.370 -3.0 0.7 3.9
C 1.034 -0.402 1.228 -0.7 -1.8 0.9
C 1.890 2.008 1.556 -2.5 -2.0 -0.8
C 0.490 2.503 2.000 0.7 1.8 1.3
C 1.886 0.524 2.092 0.3 -0.3 0.0
C -1.518 -1.037 -0.851 0.7 1.1 0.2
C -0.345 0.982 -1.875 -1.3 -2.4 -5.6
C 1.666 -0.716 -0.127 2.4 0.1 -0.7
C -1.372 -2.550 -0.870 0.9 0.1 0.8
C -0.373 -0.471 -1.653 1.4 -1.5 -2.3
C -2.778 -0.338 -1.255 -1.6 -1.6 -1.7
H -0.806 -2.712 0.082 0.6 -0.5 -1.4
H 0.047 0.027 1.117 -0.3 0.4 -0.1
H -3.036 -0.714 -2.297 0.1 0.9 0.9
H -0.852 -2.821 -1.838 -0.6 -0.4 1.5
H 2.783 2.415 2.013 -0.4 1.0 -0.2
H -2.745 0.768 -1.217 -0.1 -0.7 0.1
H -0.393 2.394 0.233 0.6 1.6 1.6
H -1.320 -0.644 0.103 0.0 -0.1 1.8
H 1.656 -0.834 -2.069 1.7 0.2 -2.1
H 0.241 -2.387 1.780 0.4 0.8 -0.2
H -3.586 -0.772 -0.638 0.2 0.7 -0.1
H 0.849 -1.476 3.062 0.2 -0.4 -2.4
H -0.615 -0.762 -2.677 0.4 -0.8 -0.1
H 1.392 0.423 3.117 0.9 0.8 -1.2
H -0.772 2.219 -3.415 0.2 0.7 0.8
H 1.765 2.087 0.432 1.4 -0.4 1.1
H 2.927 0.138 2.177 -0.9 0.1 -0.2
H -2.218 -3.173 -0.609 -0.8 0.3 -0.8
```
Positions in Å, forces in eV/Å.

Values from the calculation:
Charge ... 0
LUMO level ... 0.260 eV
SMILES string ... CC(C)[C@H](NC(=O)[C@@H](N)CCC(=O)O)C(=O)O
HOMO energy ... -9.57 eV

Atom charges from the natural (NBO) analysis, given in e for atoms 1 to 6: -0.58, -0.59, -0.72, -0.58, -0.73, -0.84


Entry from OMol25: an isolated molecule of C13H13ClO at a distorted geometry (ωB97M-V/def2-TZVPD).

```
28
Properties=species:S:1:pos:R:3:forces:R:3
Cl 1.187 2.665 0.240 0.3 -0.2 -0.4
O -1.875 0.598 3.489 0.6 -0.6 -0.6
C -1.473 3.003 -0.298 1.9 2.9 0.4
C 0.362 -0.262 -0.625 3.7 1.6 -2.8
C 1.772 -2.166 -0.144 0.7 1.5 -1.9
C 0.685 -1.318 0.135 0.3 -1.9 1.5
C -0.336 2.044 -0.314 -0.6 1.3 0.3
C 2.624 -1.898 -1.205 -1.6 2.3 -0.6
C -0.004 -0.752 2.555 -1.6 0.0 -1.3
C -2.003 0.161 -0.613 -0.8 1.7 -0.1
C 2.331 -0.770 -2.053 0.4 -0.6 0.5
C -0.609 0.773 -0.456 -1.3 -2.5 -0.1
C -0.112 -1.667 1.336 -0.1 -2.6 1.9
C -1.010 -0.030 3.012 0.1 0.2 0.5
C 1.221 0.015 -1.744 1.0 -2.5 0.9
H -2.456 0.132 0.436 0.0 -0.3 -1.7
H -2.524 0.817 -1.319 -0.7 0.4 0.8
H -2.099 -0.724 -1.256 0.8 -0.5 1.1
H -1.171 -1.806 1.075 0.3 0.0 0.1
H 0.948 -0.615 2.966 1.2 0.4 0.8
H -1.764 3.566 -1.213 0.7 -0.4 0.5
H 1.003 0.790 -2.397 -0.5 1.6 -0.9
H -1.348 3.705 0.566 0.0 -0.3 -0.9
H 0.295 -2.737 1.673 -1.1 2.1 -0.5
H 3.507 -2.449 -1.343 0.9 -0.8 -0.3
H 2.072 -2.987 0.437 -0.2 -0.9 1.1
H 3.007 -0.486 -2.912 -0.9 -0.5 1.1
H -2.229 2.399 -0.027 -3.2 -1.5 0.8
```
Positions in Å, forces in eV/Å.

Values from the calculation:
Charge ... 0
LUMO level ... 0.679 eV
SMILES string ... C/C(Cl)=C(\C)c1ccccc1CC=C=O
HOMO energy ... -8.72 eV

Atom charges from the natural (NBO) analysis, given in e for atoms 1 to 6: 0.00, -0.46, -0.65, -0.06, -0.20, -0.03


Entry from OMol25: a structure of composition C21H35AgAsN4O3S3Si2 (ωB97M-V/def2-TZVPD).

```
70
Properties=species:S:1:pos:R:3:forces:R:3
Ag 0.575 0.461 -0.594 -0.4 -0.5 -0.1
As -0.945 -0.076 1.445 0.2 0.1 0.1
S -1.745 4.468 -2.694 -0.1 0.1 0.0
S 2.783 1.793 0.122 -0.3 0.3 -0.4
S -1.452 -1.683 -4.436 -0.1 -0.1 -0.1
Si -2.105 1.672 2.439 0.2 0.0 -0.1
Si -2.747 -1.011 0.330 0.1 0.0 0.0
O 2.480 -1.449 -0.967 -0.2 0.1 0.1
O 2.950 2.975 -0.801 0.0 -0.1 0.3
O 1.000 -2.875 -0.058 0.1 0.0 -0.1
N 0.375 4.410 -0.968 -0.2 0.0 -0.1
N -0.311 2.455 -2.052 0.0 -0.3 -0.2
N 0.934 -2.208 -3.220 -0.2 0.0 -0.3
N -0.072 -0.127 -2.946 -0.1 0.3 0.1
C 2.144 -2.500 -0.333 0.2 -0.1 0.0
C -0.074 -1.331 -3.433 0.2 -0.2 0.1
C -3.639 0.083 -0.921 -0.1 0.1 -0.1
C -4.110 -1.603 1.488 -0.1 0.0 0.2
C -2.103 2.945 -3.425 -0.1 0.1 0.0
C 5.677 -3.854 0.234 -0.1 0.0 0.0
C -1.240 2.008 -2.971 0.2 -0.3 0.1
C -3.105 1.023 3.893 -0.1 -0.1 0.1
C 4.099 -5.537 0.906 0.0 0.0 0.0
C 1.973 2.429 1.574 0.1 0.1 0.2
C -1.162 0.594 -3.387 0.2 0.3 0.1
C -2.023 -0.072 -4.185 -0.1 0.0 0.0
C -2.126 -2.522 -0.581 0.1 -0.1 -0.1
C -3.284 2.695 1.392 -0.1 0.1 -0.2
C 4.626 -3.013 -0.113 0.1 -0.1 0.0
C 3.053 -4.687 0.567 0.0 0.0 0.1
C 3.308 -3.421 0.053 0.0 0.1 0.1
C 5.415 -5.121 0.742 0.0 0.0 0.0
C 4.374 1.546 0.885 0.2 -0.1 -0.1
C -0.950 2.930 3.248 0.1 0.0 0.1
C -0.438 3.720 -1.832 0.2 0.2 0.3
H -1.506 3.464 4.026 0.0 0.0 0.0
H -2.810 3.001 0.454 0.0 0.0 0.0
H 4.265 0.896 1.752 0.0 0.0 0.0
H 1.948 1.656 2.341 0.0 0.0 0.0
H 5.032 1.081 0.153 0.0 0.0 0.0
H -4.468 0.617 -0.449 0.0 0.0 0.0
H -3.603 3.591 1.935 0.0 0.0 0.0
H -2.912 2.835 -4.128 0.0 0.0 0.0
H -0.562 3.672 2.546 0.0 0.0 0.0
H 1.295 3.984 -0.849 0.1 0.0 -0.1
H 0.379 5.411 -1.066 0.0 0.0 0.0
H -1.181 -2.313 -1.090 -0.1 0.0 0.0
H 0.698 -3.185 -3.258 0.0 0.0 0.1
H -2.975 0.831 -1.352 0.0 0.0 0.0
H 6.232 -5.781 1.008 0.0 0.0 0.0
H -3.628 1.846 4.394 0.0 0.0 0.0
H -4.725 -0.770 1.842 0.0 0.0 0.0
H -2.429 0.552 4.612 0.0 0.0 0.0
H 1.552 -1.932 -2.448 0.1 0.1 0.1
H 3.889 -6.523 1.303 0.0 0.0 0.0
H 2.018 -4.977 0.700 0.0 0.0 0.0
H -2.870 -2.861 -1.310 0.0 0.0 0.0
H 2.518 3.318 1.902 -0.1 0.0 0.1
H -0.101 2.432 3.725 0.0 0.0 0.0
H 4.734 2.538 1.159 0.1 -0.1 0.1
H -3.696 -2.111 2.362 0.0 0.0 0.0
H -4.044 -0.528 -1.735 0.0 0.0 0.0
H 6.701 -3.525 0.104 0.0 0.0 0.0
H -4.764 -2.303 0.956 0.0 0.0 0.0
H 0.953 2.668 1.290 0.0 0.0 0.0
H -4.175 2.117 1.134 0.0 0.0 0.0
H -3.840 0.272 3.599 0.0 0.0 0.0
H 4.804 -2.029 -0.528 0.0 0.0 0.0
H -1.915 -3.331 0.123 0.0 0.0 0.0
H -2.953 0.271 -4.608 0.0 0.0 0.0
```
Positions in Å, forces in eV/Å.

Values from the calculation:
Charge ... -1
LUMO level ... 2.295 eV
HOMO energy ... -3.78 eV

Atom charges from the natural (NBO) analysis, given in e for atoms 1 to 6: 0.73, -0.92, 0.34, 1.28, 0.34, 1.37


Entry from OMol25: an isolated molecule of C2N2O4 at a distorted geometry (ωB97M-V/def2-TZVPD).

```
8
Properties=species:S:1:pos:R:3:forces:R:3
O 0.869 1.068 0.471 3.7 -4.6 0.6
O 2.249 -0.772 -0.011 5.5 -2.1 -0.1
O -2.089 -0.938 0.436 4.0 2.0 -1.8
O -0.024 -1.083 -0.377 4.8 0.9 0.4
N -0.122 1.609 -0.106 -4.6 3.3 -2.2
N -1.164 0.987 -0.438 2.6 -0.3 0.9
C -1.071 -0.391 -0.064 -7.8 -1.6 2.0
C 1.231 -0.339 0.008 -8.2 2.4 0.2
```
Positions in Å, forces in eV/Å.

Values from the calculation:
Charge ... 0
LUMO level ... -1.059 eV
SMILES string ... O=c1nnoc(=O)o1
HOMO energy ... -11.35 eV

Atom charges from the natural (NBO) analysis, given in e for atoms 1 to 6: -0.33, -0.42, -0.49, -0.48, 0.19, -0.21


Entry from OMol25: a structure of composition C4H8NOS2 at a distorted geometry (ωB97M-V/def2-TZVPD).

```
16
Properties=species:S:1:pos:R:3:forces:R:3
S -0.170 2.557 0.551 2.0 -0.7 1.5
S 2.208 1.341 2.189 -0.6 -0.7 -0.7
O 0.974 -0.148 -0.836 -0.5 -0.9 0.1
N -0.980 -0.028 0.255 -0.9 0.5 0.8
C -1.220 -0.865 -0.931 -2.4 -0.5 -1.5
C 0.523 -0.049 0.488 -1.5 0.7 -0.2
C 0.184 -1.353 -1.285 -0.2 1.6 -0.8
C 0.836 1.305 1.168 -0.8 1.2 -2.0
H 2.434 2.594 1.883 0.3 1.1 0.3
H 0.219 -1.563 -2.374 0.7 0.5 0.8
H -1.655 -0.176 1.034 1.1 -0.4 -0.4
H -2.124 -1.579 -0.860 2.0 0.4 0.7
H 0.879 -0.875 1.079 -0.1 -0.5 0.5
H -1.064 1.268 0.162 0.3 -1.4 -0.5
H 0.612 -2.147 -0.722 -0.2 -1.0 0.4
H -1.656 -0.283 -1.800 1.1 0.1 1.0
```
Positions in Å, forces in eV/Å.

Values from the calculation:
Charge ... +1
LUMO level ... -5.587 eV
HOMO energy ... -14.05 eV

Atom charges from the natural (NBO) analysis, given in e for atoms 1 to 6: 0.19, 0.31, -0.49, -0.61, -0.28, 0.16


Entry from OMol25: a cluster of 2 separate species, C2H4NP in total at a distorted geometry (ωB97M-V/def2-TZVPD).

```
8
Properties=species:S:1:pos:R:3:forces:R:3
P 0.403 0.024 1.569 -0.2 1.6 1.2
N 0.636 -1.530 -0.796 0.3 -1.3 -2.0
C -1.093 -0.071 0.298 3.3 -0.3 0.8
C 0.213 -0.693 0.001 -0.7 1.5 -0.2
H 1.595 -1.807 -0.651 0.3 -0.1 0.4
H 0.645 2.526 1.176 0.0 -1.3 0.1
H -1.784 -0.800 0.518 -2.2 -0.9 0.4
H -1.229 0.948 0.075 -0.8 0.7 -0.7
```
Positions in Å, forces in eV/Å.

Values from the calculation:
Charge ... 0
LUMO level (spin up / spin down) ... -1.487 / -1.024 eV
HOMO energy (spin up / spin down) ... -9.23 / -9.00 eV

Atom charges from the natural (NBO) analysis, given in e for atoms 1 to 6: 0.48, -0.55, -0.64, -0.07, 0.34, -0.06


charge of number 1 (C10H18N2O5)? 0


Look up the charge of the fifth one. +1


Repeat the fourth record exactly.
Entry from OMol25: an isolated molecule of C2N2O4 at a distorted geometry (ωB97M-V/def2-TZVPD).

```
8
Properties=species:S:1:pos:R:3:forces:R:3
O 0.869 1.068 0.471 3.7 -4.6 0.6
O 2.249 -0.772 -0.011 5.5 -2.1 -0.1
O -2.089 -0.938 0.436 4.0 2.0 -1.8
O -0.024 -1.083 -0.377 4.8 0.9 0.4
N -0.122 1.609 -0.106 -4.6 3.3 -2.2
N -1.164 0.987 -0.438 2.6 -0.3 0.9
C -1.071 -0.391 -0.064 -7.8 -1.6 2.0
C 1.231 -0.339 0.008 -8.2 2.4 0.2
```
Positions in Å, forces in eV/Å.

Values from the calculation:
Charge ... 0
LUMO level ... -1.059 eV
SMILES string ... O=c1nnoc(=O)o1
HOMO energy ... -11.35 eV

Atom charges from the natural (NBO) analysis, given in e for atoms 1 to 6: -0.33, -0.42, -0.49, -0.48, 0.19, -0.21